Density functional theory data (ωB97M-V with the def2-TZVPD basis set) for 14 unconnected molecules or ions with the total composition H26NO16.

As for the relative energy (zero: lowest compared OMol25 entry of this formula, charge and spin): 0.00 kJ/mol. As for the LUMO energy: 2.55 eV. For the highest occupied orbital energy, the calculation gives -0.2688 hartree. The calculation puts the total energy at -34672.746 eV. The HOMO-LUMO gap comes out at 9.87 eV. As for the charge: -1.

```
43
Properties=species:S:1:pos:R:3:forces:R:3
N 0.012 -0.051 0.107 0.044 -0.189 -0.033
O -0.657 -0.615 1.018 -0.298 -0.052 0.132
O -0.037 1.172 -0.006 0.193 0.060 0.134
O 0.699 -0.740 -0.659 0.082 -0.028 -0.242
O 1.863 2.186 -2.338 0.043 0.016 0.052
H 1.586 1.643 -3.082 0.026 -0.050 0.040
H 1.528 1.712 -1.565 -0.088 -0.015 -0.065
O 0.667 3.990 0.508 0.008 -0.155 -0.076
H 0.444 3.168 0.045 -0.221 0.343 -0.004
H 1.506 4.251 0.115 0.048 -0.060 0.089
O -1.980 2.679 1.850 -0.051 -0.323 0.462
H -1.134 2.215 1.915 0.054 0.142 -0.226
H -1.885 3.425 2.449 0.055 0.125 -0.186
O -2.573 -2.319 -0.925 -0.070 0.120 0.130
H -2.463 -3.228 -0.635 0.128 -0.008 -0.110
H -2.108 -1.789 -0.261 0.001 -0.015 0.007
O -0.519 -3.430 1.794 0.007 0.075 -0.072
H -1.324 -3.853 1.487 -0.025 0.014 0.082
H -0.625 -2.488 1.568 0.156 -0.068 -0.021
O 2.930 -1.255 -3.350 -0.092 -0.045 -0.039
H 3.396 -2.057 -3.604 -0.038 -0.018 0.048
H 2.704 -1.398 -2.423 0.125 0.065 0.067
O -2.373 0.304 -2.475 0.224 -0.050 -0.073
H -1.769 -0.417 -2.251 -0.096 -0.031 -0.017
H -2.901 -0.046 -3.198 -0.044 -0.010 0.057
O -2.453 0.045 3.388 -0.062 -0.119 0.085
H -2.680 0.906 3.749 0.017 0.049 -0.121
H -2.366 0.210 2.441 0.083 -0.018 0.032
O 3.120 2.613 1.484 0.194 -0.029 -0.036
H 2.337 2.050 1.487 -0.059 0.126 0.129
H 3.733 2.192 2.092 -0.084 -0.079 -0.011
O 2.486 -2.871 -0.580 0.002 0.019 0.008
H 2.632 -3.337 0.248 -0.006 -0.013 -0.028
H 1.835 -2.184 -0.358 -0.110 0.030 0.052
O -2.234 2.863 -1.021 -0.157 -0.281 -0.152
H -2.322 2.475 -0.138 0.130 0.343 -0.118
H -2.131 2.096 -1.606 -0.087 0.179 0.113
O 0.329 -3.744 -2.695 -0.110 -0.112 -0.127
H 0.841 -2.958 -2.479 0.011 -0.002 0.002
H 0.377 -4.271 -1.893 0.100 0.086 0.057
O 0.813 0.540 3.256 0.038 0.116 -0.117
H 0.194 0.308 2.546 -0.005 -0.150 0.083
H 0.504 0.005 3.993 -0.065 0.013 0.014
```
Positions in Å, forces in eV/Å.